(1)
Computed, not measured: a molecular structure, C23H46BrIrN12O4P, with the ωB97M-V functional and the def2-TZVPD basis.

Positions of all 88 atoms, in Å:
Ir (-0.01, -1.05, -0.52)
C (3.82, -2.25, 3.10)
N (2.66, -1.45, 2.68)
C (1.99, -0.63, 3.69)
C (2.17, -1.49, 1.43)
N (1.31, -0.62, 0.98)
N (2.65, -2.51, 0.65)
C (2.40, -2.78, -0.69)
N (3.25, -3.68, -1.23)
N (1.43, -2.23, -1.34)
H (4.21, -1.84, 4.02)
H (4.61, -2.20, 2.35)
H (3.54, -3.29, 3.29)
H (2.29, -0.98, 4.67)
H (0.91, -0.75, 3.61)
H (2.26, 0.42, 3.60)
H (1.15, 0.14, 1.63)
H (3.13, -3.25, 1.14)
H (4.10, -3.96, -0.77)
H (3.03, -4.13, -2.10)
H (1.43, -2.44, -2.32)
N (-3.28, 2.64, 0.63)
C (-3.77, 1.24, 0.34)
C (-2.73, 0.41, -0.40)
N (-1.47, 0.23, 0.34)
H (-4.02, 3.33, 0.50)
H (-2.43, 2.90, 0.01)
H (-2.97, 2.73, 1.59)
H (-4.65, 1.33, -0.29)
H (-4.06, 0.79, 1.28)
H (-2.51, 0.84, -1.37)
H (-3.17, -0.57, -0.56)
H (-1.66, -0.28, 1.22)
H (-1.05, 1.14, 0.52)
Br (2.65, -6.17, 3.90)
C (1.25, -4.92, 4.10)
C (0.77, -4.60, 5.36)
N (-0.21, -3.72, 5.55)
C (-0.74, -3.13, 4.48)
C (-0.32, -3.39, 3.18)
C (0.69, -4.32, 2.99)
C (-0.88, -2.62, 2.01)
O (-1.76, -1.76, 2.23)
O (-0.35, -2.88, 0.89)
H (1.19, -5.07, 6.25)
H (-1.53, -2.42, 4.66)
H (1.02, -4.56, 1.99)
C (-1.68, 5.70, -1.96)
N (-0.36, 5.32, -1.48)
C (0.61, 6.41, -1.53)
P (0.01, 3.73, -1.39)
O (-1.10, 2.96, -0.72)
N (1.44, 3.70, -0.57)
C (1.47, 4.20, 0.79)
C (2.41, 2.64, -0.83)
N (0.25, 3.09, -2.88)
C (1.01, 3.82, -3.90)
C (0.06, 1.68, -3.18)
H (-1.64, 6.02, -3.01)
H (-2.07, 6.53, -1.37)
H (-2.37, 4.87, -1.88)
H (0.68, 6.83, -2.54)
H (1.60, 6.06, -1.24)
H (0.30, 7.21, -0.85)
H (0.74, 4.99, 0.92)
H (2.46, 4.60, 1.02)
H (1.25, 3.40, 1.52)
H (2.45, 2.40, -1.89)
H (2.18, 1.72, -0.27)
H (3.40, 2.98, -0.52)
H (1.15, 4.86, -3.60)
H (0.47, 3.80, -4.85)
H (2.00, 3.37, -4.05)
H (-0.45, 1.18, -2.36)
H (1.02, 1.17, -3.34)
H (-0.54, 1.56, -4.09)
O (-1.23, -1.43, -2.18)
N (-1.99, -2.53, -2.27)
C (-2.44, -3.18, -1.19)
C (-3.25, -4.29, -1.34)
C (-3.60, -4.73, -2.61)
C (-3.11, -4.03, -3.71)
C (-2.31, -2.94, -3.51)
H (-2.11, -2.80, -0.23)
H (-3.60, -4.80, -0.45)
H (-4.23, -5.59, -2.74)
H (-3.35, -4.33, -4.72)
H (-1.89, -2.33, -4.30)

Expectation value of S² ... 0.752
2S+1 ... 2
LUMO level (spin up / spin down) ... -4.46 / -4.48 eV
Total charge ... +2
Frontier orbital gap (spin up / spin down) ... 7.94 / 8.25 eV
Relative energy (zero: lowest compared OMol25 entry of this formula, charge and spin) ... 4.39 kcal per mole

=====

(2)
Computed, not measured: 7 unconnected molecules or ions with the total composition C23H46O28S6Si in a non-equilibrium geometry, with the ωB97M-V functional and the def2-TZVPD basis.

Positions of all 104 atoms, in Å:
C (-1.63, -3.16, -1.15)
O (-0.26, -3.62, -0.86)
C (0.75, -2.82, -1.61)
C (0.90, -1.27, -1.00)
C (2.21, -1.31, -0.02)
C (2.73, 0.15, 0.51)
C (3.68, 0.92, -0.63)
C (3.63, 2.52, -0.21)
Si (4.20, 3.72, -1.61)
C (2.63, 4.75, -2.15)
C (2.03, 4.03, -3.53)
O (2.80, 4.12, -4.62)
O (0.70, 3.44, -3.42)
C (0.55, 2.15, -4.10)
C (1.73, 1.09, -4.50)
O (-0.72, 1.77, -4.39)
H (-2.41, -4.04, -1.10)
H (-1.94, -2.37, -0.31)
H (-1.70, -2.70, -2.23)
H (0.59, -2.83, -2.77)
H (1.79, -3.38, -1.41)
H (1.01, -0.55, -1.93)
H (-0.09, -0.93, -0.43)
H (1.92, -1.97, 0.92)
H (3.09, -1.80, -0.65)
H (3.47, -0.03, 1.43)
H (1.89, 0.85, 0.92)
H (3.30, 0.72, -1.73)
H (4.79, 0.54, -0.49)
H (4.26, 2.68, 0.77)
H (2.49, 2.75, 0.02)
H (5.21, 4.64, -1.04)
H (4.73, 2.96, -2.75)
H (1.83, 4.67, -1.29)
H (2.96, 5.86, -2.32)
H (2.78, 1.29, -4.01)
H (1.36, 0.02, -4.11)
H (1.83, 0.99, -5.68)
O (0.60, 9.42, -4.18)
S (-0.78, 9.02, -4.33)
O (-1.89, 9.94, -4.16)
O (-1.04, 7.72, -3.38)
C (-1.49, 6.63, -4.19)
C (-0.88, 6.86, -5.57)
O (-0.95, 8.27, -5.77)
H (-2.58, 6.66, -4.23)
H (-1.17, 5.68, -3.75)
H (-1.43, 6.34, -6.36)
H (0.17, 6.57, -5.59)
O (1.49, 1.04, 5.88)
S (2.31, 0.91, 4.70)
O (1.77, 0.97, 3.36)
O (3.21, -0.44, 4.84)
C (4.59, -0.11, 4.77)
C (4.69, 1.32, 5.31)
O (3.54, 1.99, 4.81)
H (4.90, -0.16, 3.72)
H (5.18, -0.81, 5.36)
H (5.60, 1.83, 4.97)
H (4.65, 1.34, 6.40)
O (-4.06, -3.22, 0.62)
S (-5.44, -3.62, 0.47)
O (-6.55, -2.70, 0.64)
O (-5.70, -4.92, 1.42)
C (-6.15, -6.01, 0.62)
C (-5.54, -5.78, -0.76)
O (-5.60, -4.37, -0.97)
H (-7.24, -5.98, 0.58)
H (-5.83, -6.96, 1.05)
H (-6.08, -6.30, -1.55)
H (-4.48, -6.08, -0.79)
O (3.98, -4.28, 2.02)
S (3.05, -4.44, 3.12)
O (3.34, -4.01, 4.46)
O (2.57, -5.99, 3.16)
C (1.15, -6.06, 3.02)
C (0.76, -4.83, 2.20)
O (1.62, -3.79, 2.67)
H (0.71, -6.02, 4.02)
H (0.86, -6.99, 2.52)
H (-0.28, -4.55, 2.33)
H (0.97, -4.98, 1.14)
O (-7.09, 2.09, -4.96)
S (-6.27, 1.96, -6.14)
O (-6.81, 2.02, -7.48)
O (-5.37, 0.61, -6.00)
C (-3.99, 0.94, -6.07)
C (-3.89, 2.37, -5.54)
O (-5.04, 3.03, -6.03)
H (-3.68, 0.89, -7.12)
H (-3.40, 0.24, -5.48)
H (-2.98, 2.87, -5.87)
H (-3.93, 2.38, -4.44)
O (-1.22, -3.16, 10.62)
S (-0.11, -3.02, 9.70)
O (1.12, -3.76, 9.85)
O (0.25, -1.43, 9.58)
C (0.13, -1.03, 8.21)
C (-0.91, -1.96, 7.60)
O (-0.67, -3.23, 8.19)
H (1.11, -1.16, 7.74)
H (-0.16, 0.02, 8.15)
H (-0.83, -2.01, 6.51)
H (-1.92, -1.65, 7.87)

LUMO level ... -0.65 eV
SMILES ... COCCCCCC[SiH2]CC(=O)OC(C)=O.O=S1(=O)OCCO1.O=S1(=O)OCCO1.O=S1(=O)OCCO1.O=S1(=O)OCCO1.O=S1(=O)OCCO1.O=S1(=O)OCCO1
Total charge ... 0
Frontier orbital gap ... 9.32 eV
Relative energy (zero: lowest compared OMol25 entry of this formula, charge and spin) ... 167.97 kcal per mole

=====

(3)
Computed, not measured: a molecular structure, C23H47AlBCl3NO4 in a non-equilibrium geometry, with the ωB97M-V functional and the def2-TZVPD basis.

Positions of all 80 atoms, in Å:
C (6.59, 2.31, 0.74)
C (6.49, 2.14, -0.83)
C (5.27, 1.21, -1.27)
C (4.36, 1.94, -2.30)
C (3.20, 1.03, -2.88)
C (1.91, 1.30, -1.99)
C (0.85, 0.12, -2.05)
Al (-0.15, 0.09, -0.27)
N (1.05, 0.40, 1.18)
C (2.03, -0.70, 1.20)
C (2.80, -0.85, 2.57)
C (4.36, -0.88, 2.30)
C (5.05, -2.22, 2.81)
O (-1.01, -1.49, 0.23)
C (-2.45, -1.45, 0.01)
C (-2.90, -2.48, 1.14)
C (-1.68, -3.24, 1.80)
O (-2.28, -4.23, 2.69)
C (-2.48, -1.99, -1.46)
C (-3.84, -2.25, -2.17)
C (-3.67, -3.53, -3.09)
Cl (-5.31, -2.53, -1.16)
C (-2.81, 0.10, 0.26)
B (-4.18, 0.64, -0.42)
O (-5.46, 0.37, 0.18)
C (-4.23, 1.48, -1.80)
C (-5.03, 2.82, -1.54)
C (-2.94, 0.62, 1.74)
Cl (-1.66, -0.01, 2.89)
C (-3.03, 2.23, 1.82)
C (-4.36, 2.71, 2.56)
Cl (-1.68, 2.93, 2.87)
O (-1.79, 0.93, -0.33)
H (6.31, 3.35, 1.02)
H (5.95, 1.59, 1.29)
H (7.65, 2.18, 1.07)
H (7.46, 1.70, -1.17)
H (6.42, 3.15, -1.29)
H (4.73, 0.97, -0.33)
H (5.73, 0.31, -1.73)
H (5.02, 2.19, -3.17)
H (3.96, 2.89, -1.88)
H (3.44, -0.05, -2.82)
H (2.95, 1.37, -3.90)
H (2.29, 1.48, -0.95)
H (1.40, 2.25, -2.29)
H (1.33, -0.86, -2.30)
H (0.09, 0.35, -2.84)
H (1.49, 1.31, 1.16)
H (2.70, -0.63, 0.30)
H (1.44, -1.65, 1.07)
H (2.54, -1.83, 3.04)
H (2.53, -0.06, 3.30)
H (4.63, -0.78, 1.23)
H (4.81, 0.01, 2.81)
H (5.25, -2.11, 3.89)
H (4.46, -3.12, 2.55)
H (6.03, -2.28, 2.26)
H (-3.55, -3.29, 0.75)
H (-3.44, -1.98, 1.98)
H (-1.07, -2.59, 2.45)
H (-1.10, -3.83, 1.06)
H (-3.21, -4.02, 2.79)
H (-1.89, -1.27, -2.07)
H (-1.89, -2.93, -1.46)
H (-4.04, -1.42, -2.90)
H (-3.72, -4.41, -2.39)
H (-4.53, -3.64, -3.78)
H (-2.69, -3.50, -3.61)
H (-6.00, 0.04, -0.55)
H (-3.25, 1.61, -2.28)
H (-4.86, 0.87, -2.52)
H (-5.46, 2.85, -0.51)
H (-5.85, 3.00, -2.28)
H (-4.34, 3.69, -1.61)
H (-3.90, 0.22, 2.15)
H (-2.90, 2.75, 0.86)
H (-4.93, 3.33, 1.83)
H (-4.94, 1.85, 2.94)
H (-4.08, 3.39, 3.40)

LUMO level ... 2.48 eV
Total charge ... -1
Frontier orbital gap ... 7.10 eV
Relative energy (zero: lowest compared OMol25 entry of this formula, charge and spin) ... 0.00 kcal per mole

=====

(4)
Computed, not measured: a molecular structure, C23H47Cl21IO4P in a non-equilibrium geometry, with the ωB97M-V functional and the def2-TZVPD basis.

Positions of all 97 atoms, in Å:
C (4.53, -1.13, 0.96)
C (4.14, -1.98, -0.26)
C (2.72, -2.51, -0.14)
Cl (2.26, -3.43, -1.62)
O (1.83, -1.43, -0.01)
P (0.64, -1.41, 1.07)
O (1.03, -0.74, 2.33)
O (0.18, -2.90, 1.30)
O (-0.58, -0.71, 0.32)
I (-0.13, 1.18, -0.20)
H (3.80, -0.33, 1.14)
H (4.60, -1.74, 1.86)
H (5.50, -0.67, 0.79)
H (4.22, -1.40, -1.18)
H (4.80, -2.85, -0.34)
H (2.62, -3.20, 0.70)
H (0.05, -3.48, 0.53)
Cl (-0.46, 4.31, -0.81)
C (-1.05, 5.89, -1.42)
C (-1.79, 5.74, -2.72)
Cl (-0.70, 5.28, -4.06)
H (-0.19, 6.54, -1.53)
H (-1.72, 6.28, -0.66)
H (-2.24, 6.70, -2.99)
H (-2.57, 4.99, -2.65)
Cl (-3.17, -4.31, 1.21)
C (-3.10, -5.84, 0.30)
C (-1.71, -6.42, 0.31)
Cl (-0.56, -5.41, -0.62)
H (-3.44, -5.64, -0.71)
H (-3.78, -6.54, 0.77)
H (-1.71, -7.40, -0.16)
H (-1.31, -6.51, 1.32)
Cl (4.79, 5.93, -2.22)
C (3.33, 4.91, -2.36)
C (3.17, 3.97, -1.20)
Cl (4.39, 2.68, -1.17)
H (3.39, 4.38, -3.31)
H (2.48, 5.59, -2.40)
H (2.20, 3.48, -1.28)
H (3.23, 4.50, -0.25)
Cl (-4.08, 4.53, 0.09)
C (-4.95, 5.58, 1.24)
C (-4.94, 7.02, 0.81)
Cl (-3.29, 7.72, 0.89)
H (-4.48, 5.46, 2.21)
H (-5.97, 5.22, 1.29)
H (-5.57, 7.62, 1.46)
H (-5.28, 7.13, -0.22)
Cl (-5.33, -3.19, -4.21)
C (-3.56, -3.37, -3.98)
C (-3.10, -2.84, -2.65)
Cl (-3.21, -1.07, -2.53)
H (-3.07, -2.87, -4.80)
H (-3.33, -4.44, -4.04)
H (-2.06, -3.12, -2.52)
H (-3.69, -3.25, -1.83)
Cl (0.19, -7.37, 3.46)
C (-0.01, -6.07, 4.67)
C (0.31, -4.72, 4.10)
Cl (2.04, -4.52, 3.75)
H (0.63, -6.32, 5.52)
H (-1.05, -6.08, 4.99)
H (0.04, -3.94, 4.82)
H (-0.24, -4.53, 3.18)
Cl (6.03, 3.61, 2.24)
C (4.91, 4.12, 3.53)
C (3.74, 3.18, 3.68)
Cl (2.65, 3.22, 2.27)
H (4.57, 5.13, 3.28)
H (5.48, 4.16, 4.45)
H (3.15, 3.47, 4.55)
H (4.08, 2.15, 3.80)
Cl (2.34, 8.42, -3.83)
C (3.80, 9.26, -3.26)
C (4.00, 10.59, -3.95)
Cl (4.40, 10.40, -5.67)
H (4.65, 8.60, -3.42)
H (3.68, 9.42, -2.19)
H (4.82, 11.12, -3.48)
H (3.10, 11.20, -3.89)
Cl (-3.10, -4.45, 5.49)
C (-4.78, -4.96, 5.14)
C (-5.19, -6.14, 5.99)
Cl (-4.28, -7.61, 5.55)
H (-4.82, -5.20, 4.08)
H (-5.42, -4.11, 5.34)
H (-6.24, -6.35, 5.83)
H (-5.01, -5.94, 7.04)
Cl (-2.19, -6.49, -5.47)
C (-0.42, -6.65, -5.28)
C (0.05, -6.10, -3.96)
Cl (-0.12, -4.33, -3.87)
H (0.04, -6.14, -6.11)
H (-0.19, -7.71, -5.33)
H (1.10, -6.33, -3.81)
H (-0.52, -6.52, -3.13)

LUMO level ... -0.79 eV
Total charge ... 0
Frontier orbital gap ... 8.68 eV
Relative energy (zero: lowest compared OMol25 entry of this formula, charge and spin) ... 0.00 kcal per mole

=====

(5)
Computed, not measured: 3 unconnected molecules or ions with the total composition C23H47Cl2IN2O12P2S3, with the ωB97M-V functional and the def2-TZVPD basis.

Positions of all 92 atoms, in Å:
C (5.39, -1.69, 0.58)
C (4.22, -1.70, -0.41)
C (3.92, -0.29, -0.95)
I (4.86, -0.04, -2.88)
C (2.43, 0.17, -1.03)
O (1.50, -0.84, -0.70)
C (0.62, -1.38, -1.70)
C (1.33, -2.18, -2.79)
C (1.93, -3.52, -2.39)
C (2.47, -4.31, -3.60)
C (3.86, -3.88, -4.06)
C (4.56, -4.92, -4.95)
N (4.62, -4.49, -6.36)
C (-0.40, -2.26, -0.93)
C (0.14, -2.92, 0.34)
C (-0.57, -4.25, 0.64)
O (-0.04, -2.02, 1.42)
P (-0.44, -0.09, -2.54)
O (-1.61, 0.41, -1.78)
C (2.22, 1.41, -0.10)
C (0.76, 1.84, -0.07)
O (0.50, 2.63, 1.07)
C (-0.87, 2.59, 1.46)
N (3.14, 2.42, -0.62)
C (2.83, 3.78, -0.50)
Cl (3.01, 4.50, 1.04)
C (2.48, 4.56, -1.52)
C (2.27, 6.04, -1.46)
Cl (2.26, 3.81, -3.08)
P (2.70, 0.84, 1.65)
S (4.33, 1.51, 2.46)
H (5.05, -1.45, 1.58)
H (5.85, -2.68, 0.63)
H (6.14, -0.95, 0.30)
H (3.34, -2.10, 0.08)
H (4.50, -2.35, -1.24)
H (4.47, 0.43, -0.35)
H (2.26, 0.53, -2.05)
H (2.09, -1.56, -3.28)
H (0.58, -2.39, -3.56)
H (1.18, -4.15, -1.91)
H (2.75, -3.39, -1.69)
H (1.76, -4.17, -4.43)
H (2.45, -5.37, -3.36)
H (3.77, -2.98, -4.67)
H (4.48, -3.67, -3.18)
H (4.05, -5.88, -4.88)
H (5.58, -5.08, -4.57)
H (4.38, -5.26, -6.98)
H (5.55, -4.22, -6.61)
H (-0.76, -3.02, -1.63)
H (-1.25, -1.66, -0.62)
H (1.20, -3.14, 0.20)
H (0.14, -5.08, 0.64)
H (-1.35, -4.49, -0.08)
H (-1.00, -4.21, 1.65)
H (0.81, -1.77, 1.78)
H (0.45, 0.93, -2.92)
H (-0.75, -0.71, -3.76)
H (0.53, 2.43, -0.97)
H (0.12, 0.96, -0.07)
H (-1.12, 3.55, 1.91)
H (-1.02, 1.79, 2.19)
H (-1.51, 2.41, 0.59)
H (3.35, 2.24, -1.59)
H (1.45, 6.27, -0.78)
H (2.02, 6.42, -2.45)
H (3.16, 6.54, -1.08)
H (2.80, -0.55, 1.47)
H (1.54, 0.94, 2.42)
O (-1.76, 3.49, 5.64)
S (-2.59, 4.05, 4.64)
O (-2.16, 5.14, 3.85)
O (-4.01, 4.37, 5.30)
C (-5.07, 3.71, 4.58)
C (-4.41, 2.45, 4.04)
O (-3.10, 2.90, 3.65)
H (-5.40, 4.36, 3.77)
H (-5.88, 3.51, 5.25)
H (-4.91, 2.04, 3.17)
H (-4.32, 1.68, 4.80)
O (-8.99, 0.45, 5.88)
S (-8.33, 1.07, 4.80)
O (-7.00, 1.54, 4.94)
O (-9.26, 2.24, 4.24)
C (-9.52, 2.06, 2.84)
C (-9.47, 0.55, 2.65)
O (-8.39, 0.14, 3.50)
H (-8.74, 2.56, 2.26)
H (-10.49, 2.48, 2.60)
H (-9.25, 0.25, 1.63)
H (-10.39, 0.07, 2.99)

LUMO level ... 0.18 eV
SMILES ... CC[C@@H](I)[C@@H](O[C@@](CCCCCN)(C[C@H](C)O)[PH2]=O)[C@](COC)(N/C(Cl)=C(/C)Cl)[PH2]=S.O=S1(=O)OCCO1.O=S1(=O)OCCO1
Total charge ... 0
Frontier orbital gap ... 8.48 eV